Molecular formula: C4H7NO
Method: DFT, ωB97M-V with the def2-TZVPD basis set

Computed properties:
Energy above the lowest of the compared OMol25 structures with the same formula, charge and spin in kJ/mol: 220.30
Structure (SMILES): C1OC[C@H]2N[C@@H]12
Molar mass in g/mol: 85.11
HOMO level in eV: -9.6
Kohn-Sham gap in hartree: 0.3942
Largest force on an atom in eV Å⁻¹: 0.48

Bonds (Å) are listed after each position.
CARTESIAN COORDINATES (ANGSTROEM)
1 O 0.01 -1.43 0.55  C3 1.426, C4 1.430
2 N 0.07 1.36 -0.92  C5 1.466, C6 1.454, H11 1.018
3 C -1.13 -0.74 0.04  O1 1.426, C6 1.519, H7 1.094, H13 1.103
4 C 1.15 -0.63 0.24  O1 1.430, C5 1.523, H8 1.098, H9 1.102
5 C 0.67 0.81 0.30  N2 1.466, C4 1.523, C6 1.478, H12 1.088
6 C -0.79 0.74 0.08  N2 1.454, C3 1.519, C5 1.478, H10 1.084
7 H -2.00 -0.94 0.68  C3 1.094
8 H 1.98 -0.84 0.92  C4 1.098
9 H 1.49 -0.90 -0.78  C4 1.102
10 H -1.48 1.42 0.57  C6 1.084
11 H 0.26 0.74 -1.70  N2 1.018
12 H 1.13 1.51 1.00  C5 1.088
13 H -1.37 -1.09 -0.98  C3 1.103


Molecular formula: H16O8
Method: DFT, ωB97M-V with the def2-TZVPD basis set

Computed properties:
Energy above the lowest of the compared OMol25 structures with the same formula, charge and spin in kJ/mol: 458.59
Structure (SMILES): O.O.O.O.O.O.O.O
Molar mass in g/mol: 144.12
HOMO level in eV: -9.0
Kohn-Sham gap in hartree: 0.3320
Largest force on an atom in eV Å⁻¹: 4.95

Bonds (Å) are listed after each position.
CARTESIAN COORDINATES (ANGSTROEM)
1 O 0.50 -1.77 2.42  H15 0.964, H18 0.964
2 O -2.96 -3.44 1.56  H11 0.964, H20 0.964
3 O -1.32 -1.61 -1.14  H10 0.964, H14 0.964
4 O 1.01 0.23 -0.95  H16 0.964, H23 0.964
5 O -0.59 1.68 -3.78  H12 0.964, H13 0.964
6 O -0.10 1.07 0.58  H19 0.964, H24 0.964
7 O 2.88 0.69 1.56  H17 0.964, H22 0.964
8 O -0.37 3.27 0.63  H9 0.964, H21 0.964
9 H -0.74 4.15 0.76  O8 0.964
10 H -0.92 -1.98 -1.93  O3 0.964
11 H -3.23 -3.80 0.71  O2 0.964
12 H -1.33 2.22 -3.47  O5 0.964
13 H -0.99 1.06 -4.40  O5 0.964
14 H -0.97 -0.71 -1.09  O3 0.964
15 H 0.89 -2.64 2.31  O1 0.964
16 H 1.62 0.94 -0.73  O4 0.964
17 H 3.75 0.56 1.95  O7 0.964
18 H 1.21 -1.23 2.78  O1 0.964
19 H -0.49 0.52 -0.11  O6 0.964
20 H -2.69 -2.54 1.36  O2 0.964
21 H 0.10 3.34 -0.21  O8 0.964
22 H 2.89 0.12 0.79  O7 0.964
23 H 1.50 -0.58 -0.78  O4 0.964
24 H 0.34 0.44 1.17  O6 0.964